## a
Here is a cluster of 2 separate species, CH2N2P2 in total from the Open Molecules 2025 dataset. Energies are from ωB97M-V/def2-TZVPD.

Output
HOMO (alpha / beta) = -7.390 / -7.389 eV
Charge = 0
Gap between HOMO and LUMO (alpha / beta) = 6.7 / 6.7 eV
Lowest unoccupied orbital energy (alpha / beta) = -0.026 / -0.027 Eh

Cartesian coordinates (Å):
P (-2.3170, 1.1070, -1.5688)
P (-1.3677, -0.4918, 0.9012)
N (2.2288, 0.1355, -0.9337)
N (-1.8681, 0.3937, -0.3170)
C (2.1735, -0.6256, -0.1115)
H (2.1227, -1.3276, 0.5895)
H (-0.9721, 0.8087, 1.4403)

## b
Here is a structure of composition CH2N2P2 from the Open Molecules 2025 dataset. Energies are from ωB97M-V/def2-TZVPD.

Output
HOMO = -9.886 eV
Charge = 0
Gap between HOMO and LUMO = 8.2 eV
Lowest unoccupied orbital energy = -0.063 Eh

Cartesian coordinates (Å):
P (-1.0442, 0.3912, 0.0668)
P (0.9672, -1.4686, 0.0031)
N (-0.5387, -1.2127, 0.0694)
N (2.5522, 1.3516, -0.7375)
C (1.9196, 0.4567, -0.4145)
H (-1.5340, 0.4560, 1.4331)
H (-2.3221, 0.0258, -0.4205)

Stability summary - winner: b; margin: 59.4 kJ/mol.

## a
Here is the molecule C5H4O from the Open Molecules 2025 dataset. Energies are from ωB97M-V/def2-TZVPD.

Output
HOMO = -10.260 eV
Charge = 0
Gap between HOMO and LUMO = 9.4 eV
Lowest unoccupied orbital energy = -0.033 Eh
SMILES string = C#CC(=O)C=C

Cartesian coordinates (Å):
O (-1.8437, 1.2266, 1.1475)
C (-0.9652, 0.7401, 0.3468)
C (0.2706, 1.3314, 0.0461)
C (0.1278, -1.4952, -0.3677)
C (-0.7360, -0.7305, 0.3014)
C (1.3391, 1.5883, -0.3915)
H (2.5691, 1.8028, -0.7030)
H (0.8089, -0.9134, -1.1886)
H (-1.4545, -1.1098, 1.1677)
H (-0.1160, -2.4403, -0.3587)

## b
Here is a structure of composition C5H4O from the Open Molecules 2025 dataset. Energies are from ωB97M-V/def2-TZVPD.

Output
HOMO = -8.030 eV
Charge = 0
Gap between HOMO and LUMO = 8.2 eV
Lowest unoccupied orbital energy = 0.005 Eh

Cartesian coordinates (Å):
O (-1.0610, -0.6917, -0.7473)
C (0.2898, -1.1289, -0.4544)
C (1.0041, -0.1656, 0.3796)
C (-1.2745, 0.5699, -0.2324)
C (-0.3688, 1.2005, 0.4725)
C (0.9749, 1.0099, 0.9277)
H (0.2209, -2.1091, 0.0381)
H (1.6421, 1.6209, 1.4873)
H (0.8258, -1.2554, -1.4085)
H (-2.2532, 0.9496, -0.4626)

## c
Here is the molecule C5H4O from the Open Molecules 2025 dataset. Energies are from ωB97M-V/def2-TZVPD.

Output
HOMO = -9.537 eV
Charge = 0
Gap between HOMO and LUMO = 10.3 eV
Lowest unoccupied orbital energy = 0.026 Eh
SMILES string = C#CC#CCO

Cartesian coordinates (Å):
O (2.4856, 0.6564, 0.6156)
C (-1.8013, -0.3895, -1.2357)
C (-2.6939, -0.8550, -1.9021)
C (-0.7709, 0.0644, -0.4296)
C (0.1180, 0.3652, 0.3314)
C (1.2415, 0.5161, 1.2647)
H (-3.4826, -1.3043, -2.4643)
H (2.5864, -0.0897, 0.0105)
H (1.2102, -0.3677, 1.9212)
H (1.1069, 1.4040, 1.8884)

Stability summary - winner: c; margin: 141.6 kJ/mol.

## a
Here is the molecule CH3IO3S from the Open Molecules 2025 dataset. Energies are from ωB97M-V/def2-TZVPD.

Output
HOMO = -10.438 eV
Charge = 0
Gap between HOMO and LUMO = 9.7 eV
Lowest unoccupied orbital energy = -0.028 Eh
SMILES string = COS(=O)(=O)I

Cartesian coordinates (Å):
I (0.9838, -1.2111, 3.1791)
S (1.1881, 0.9123, 2.1656)
O (-0.2188, 0.8216, 1.3441)
O (2.4413, 0.8632, 1.3353)
O (1.0439, 1.9157, 3.1789)
C (-0.1025, 0.0044, 0.1780)
H (-0.4160, 0.5866, -0.6403)
H (-0.8728, -0.8468, 0.1492)
H (0.9185, -0.5089, -0.0127)

## b
Here is the molecule CH3IO3S from the Open Molecules 2025 dataset. Energies are from ωB97M-V/def2-TZVPD.

Output
HOMO = -9.992 eV
Charge = 0
Gap between HOMO and LUMO = 9.1 eV
Lowest unoccupied orbital energy = -0.033 Eh

Cartesian coordinates (Å):
I (-2.9816, -0.9855, -0.2791)
S (-1.4511, 0.8785, 0.2555)
O (-2.0494, 1.9690, -0.4335)
O (-0.0262, 0.4433, -0.6475)
O (1.9419, 0.1459, 0.5100)
C (0.7536, -0.4270, 0.1257)
H (0.8601, -1.4290, -0.4944)
H (0.2797, -0.5930, 1.0525)
H (2.6731, -0.0022, -0.0891)

Stability summary - winner: b; margin: 19.6 kJ/mol.

## a
Here is a structure of composition CH3IO3S from the Open Molecules 2025 dataset. Energies are from ωB97M-V/def2-TZVPD.

Output
HOMO = -9.223 eV
Charge = 0
Gap between HOMO and LUMO = 8.4 eV
Lowest unoccupied orbital energy = -0.031 Eh

Cartesian coordinates (Å):
I (3.4584, 0.0107, -0.1957)
S (0.7172, -1.7144, -0.2824)
O (3.0959, 1.6654, 0.3393)
O (0.4571, -2.9241, 0.4389)
O (2.0179, -0.9862, 0.6470)
C (-0.5496, -0.5249, 0.2653)
H (-1.0943, -0.0321, -0.5797)
H (-0.0807, 0.2451, 0.8697)
H (-1.2932, -1.0902, 0.8110)

## b
Here is a structure of composition CH3IO3S from the Open Molecules 2025 dataset. Energies are from ωB97M-V/def2-TZVPD.

Output
HOMO = -8.896 eV
Charge = 0
Gap between HOMO and LUMO = 7.9 eV
Lowest unoccupied orbital energy = -0.035 Eh

Cartesian coordinates (Å):
I (-2.8361, 0.0991, 1.4818)
S (-0.1306, -0.5597, 0.3538)
O (-0.7347, -1.5840, -0.3728)
O (0.3006, -0.7697, 1.6455)
O (-1.5979, 1.0767, 0.3988)
C (1.0476, 0.2812, -0.6269)
H (2.0179, 0.2737, -0.2358)
H (0.8073, 1.3085, -0.9466)
H (1.1259, -0.1257, -1.6978)

Stability summary - winner: b; margin: 84.0 kJ/mol.